ORCA calculation (the ωB97M-V functional and the def2-TZVPD basis) on C5H9Cl2CoO4 as an isolated structure.

Results
Relative energy (zero: lowest compared OMol25 entry of this formula, charge and spin): 20.2 kJ/mol
Multiplicity: 2
Net charge: -1
HOMO energy (spin up / spin down): -4.289 / -4.469 eV
<S²>: 0.861

Last column: Mulliken spin population.
Atoms and positions in Å:
Co 0.10 -0.22 0.05  1.17
Cl -1.95 0.22 -1.78  0.00
C -3.16 -0.14 -0.51  0.00
Cl -4.12 -1.58 -0.89  0.00
H -3.82 0.71 -0.48  0.00
H -2.63 -0.29 0.42  0.00
C 2.41 1.54 -0.17  -0.04
C 1.94 0.09 -0.14  -0.10
O 2.78 -0.78 -0.14  -0.04
H 3.51 1.57 -0.16  0.00
H 2.02 2.08 0.70  0.00
H 2.03 2.05 -1.05  0.00
O -0.45 3.30 1.95  0.00
C -0.40 2.62 0.94  0.01
O -0.57 1.34 0.88  -0.01
H -0.18 3.11 -0.03  0.00
C 0.52 -3.15 0.08  0.00
O -0.23 -2.00 0.29  0.00
H 0.38 -3.58 -0.93  0.00
H 0.24 -3.94 0.79  0.00
H 1.59 -2.96 0.20  0.00

---

ORCA calculation (the ωB97M-V functional and the def2-TZVPD basis) on a 2-piece molecular cluster, C5H9Cl2NS overall at a distorted geometry.

Results
Relative energy (zero: lowest compared OMol25 entry of this formula, charge and spin): 122.9 kJ/mol
SMILES: C=NC/C(Cl)=C/C.SCl
HOMO energy: -9.041 eV

Last column: Löwdin charge in e.
Atoms and positions in Å:
C 1.01 -2.34 0.88  -0.16
N 0.25 -1.72 0.11  -0.09
C -0.95 -1.11 0.66  -0.26
C -0.98 0.41 0.41  -0.67
Cl 0.16 1.22 1.42  0.67
C -1.66 0.98 -0.54  -0.18
C -1.43 2.40 -0.96  -0.10
H 0.74 -2.62 1.94  0.10
H 1.88 -2.85 0.47  0.05
H -1.60 -1.45 -0.14  0.11
H -1.10 -1.30 1.74  0.12
H -2.37 0.40 -0.99  0.08
H -0.33 2.55 -1.35  0.12
H -2.15 2.71 -1.66  0.05
H -1.53 3.00 -0.09  0.05
S 2.71 -0.28 -0.13  0.28
Cl 4.64 0.48 -0.30  -0.02
H 2.71 -0.48 -1.47  -0.16